Record 1
{"formula": "C48H52N3Sb3W", "method": "ωB97M-V with the def2-TZVPD basis set", "elements": ["C", "C", "H", "H", "C", "C", "H", "C", "H", "H", "H", "C", "C", "N", "Sb", "N", "H", "C", "H", "C", "H", "H", "H", "C", "C", "H", "H", "H", "C", "H", "C", "H", "H", "H", "H", "C", "C", "W", "C", "C", "C", "C", "C", "H", "H", "C", "N", "C", "C", "H", "H", "H", "C", "H", "C", "H", "H", "C", "H", "C", "H", "H", "C", "H", "C", "C", "H", "C", "H", "C", "H", "C", "C", "Sb", "H", "H", "C", "H", "H", "H", "C", "C", "C", "H", "C", "C", "H", "H", "C", "C", "H", "H", "C", "C", "C", "H", "C", "C", "Sb", "H", "H", "H", "H", "H", "C", "H", "H"], "coordinates": [[1.979, 0.889, -4.760], [-4.268, -1.276, 1.796], [4.485, -2.735, -2.210], [-3.788, 1.996, 2.653], [-1.709, 2.021, 3.290], [1.572, -3.781, 2.128], [-1.659, -0.101, -2.559], [2.806, 0.814, 1.212], [0.075, 1.846, -4.516], [4.131, 2.777, -6.593], [-4.548, 3.191, 4.670], [4.352, -0.340, 2.596], [0.272, 3.632, -2.344], [2.069, -0.301, 1.033], [-1.248, 0.841, 1.586], [-1.200, -1.480, -1.087], [-2.672, 5.110, -0.856], [-2.888, 4.045, -0.797], [0.375, 4.239, -1.451], [-3.497, 2.962, 4.546], [-5.076, 1.750, -2.004], [-4.063, -3.629, -2.510], [0.954, 1.065, 4.252], [1.519, -3.871, -2.018], [-2.122, 3.254, 0.058], [2.200, -4.369, -2.707], [0.567, -5.653, 2.449], [-0.169, -2.614, 5.062], [2.950, 1.959, -1.959], [-0.111, 3.332, 0.898], [-1.215, 3.080, 5.334], [-0.748, 3.671, -2.715], [1.654, -4.291, -1.023], [4.583, -0.987, -1.911], [-3.796, 0.329, -0.486], [-4.242, 2.164, -1.446], [1.480, -2.547, 1.532], [0.391, -0.428, -0.212], [-1.484, -2.701, -0.547], [-0.530, -4.359, 1.126], [-1.912, -1.065, -2.161], [4.092, -1.910, -1.616], [-0.973, -2.359, 4.380], [3.839, -2.396, 2.966], [2.432, -4.041, 2.735], [-2.454, 1.890, 0.154], [0.431, -2.237, 0.748], [-0.535, -3.136, 0.502], [3.944, 0.831, 1.983], [0.972, 3.969, -3.108], [4.497, -1.303, -5.367], [4.264, -2.110, -0.562], [-3.086, -1.633, 2.655], [-4.799, -0.406, 2.193], [-3.927, 3.515, -1.549], [-1.328, -5.073, 0.955], [-2.715, -4.437, -0.577], [-3.250, -3.025, -2.116], [1.948, 2.918, -5.457], [-3.223, -2.665, 3.591], [4.502, 1.754, 2.098], [2.722, -2.442, -4.450], [2.103, -1.579, -4.195], [-3.955, -1.049, 0.784], [2.516, 1.990, -5.418], [2.433, -1.428, 1.693], [5.265, -0.367, 3.184], [3.567, -1.478, 2.460], [3.503, 1.114, -1.557], [-2.569, 3.352, 5.504], [-2.348, -3.805, 5.184], [-0.808, -1.340, 3.453], [-2.193, -3.023, 4.448], [2.026, -1.811, -2.058], [0.039, 0.119, -4.153], [3.264, 2.138, -2.985], [0.535, -4.685, 1.956], [0.497, -4.030, -2.356], [2.449, 1.703, 0.731], [-4.177, -3.180, 3.659], [0.725, 2.112, 4.023], [3.942, -0.367, -5.364], [-1.047, 3.901, 0.898], [0.136, -0.804, 3.430], [0.644, 1.019, -4.100], [-3.505, 1.356, -0.592], [-4.987, -2.094, 1.750], [-1.371, 3.992, 1.937], [2.694, -0.311, -4.746], [-3.070, 2.282, 3.415], [5.428, 0.666, -6.515], [-0.502, 3.402, 6.087], [-1.853, -0.975, 2.602], [3.747, 1.918, -6.056], [-2.501, -3.474, -1.029], [1.094, -1.773, -4.559], [-0.748, 2.403, 4.212], [-2.934, -1.809, -2.699], [0.845, 1.621, -2.003], [1.038, 2.321, 2.994], [-2.900, 3.881, 6.389], [3.155, 2.847, -1.363], [-4.505, 4.162, -2.202], [1.337, 2.724, 4.683], [4.469, 0.737, -6.018], [-3.476, -1.435, -3.559], [-0.824, 4.906, 0.543]], "lowdin_spin": [0.003, 0.000, -0.001, 0.000, -0.006, -0.001, 0.003, 0.031, 0.001, 0.000, 0.000, 0.023, 0.012, 0.021, -0.009, 0.022, 0.000, 0.000, 0.000, -0.001, 0.000, 0.000, 0.000, 0.001, -0.003, -0.001, 0.002, 0.000, 0.015, 0.000, 0.000, 0.000, 0.001, 0.000, 0.000, -0.001, 0.025, 1.706, 0.007, -0.003, 0.020, -0.001, 0.001, 0.000, 0.000, -0.004, 0.013, 0.028, -0.001, 0.000, 0.000, 0.000, 0.001, 0.000, -0.004, 0.000, 0.000, 0.008, 0.000, 0.001, 0.000, -0.001, -0.003, 0.000, 0.001, 0.013, 0.001, 0.001, 0.000, 0.000, 0.000, 0.002, 0.000, -0.013, 0.000, 0.001, 0.037, 0.000, 0.003, 0.000, -0.001, -0.002, -0.001, 0.000, 0.014, -0.002, 0.000, 0.000, 0.004, -0.002, 0.000, 0.000, 0.015, 0.000, 0.001, 0.000, 0.000, 0.002, 0.021, -0.001, 0.000, 0.001, 0.000, 0.000, 0.003, 0.000, 0.000], "s_squared": 2.05, "e_homo_ha": [-0.6496, -0.6486], "charge": 4, "e_lumo_ev": [-13.562, -12.905], "multiplicity": 3, "e_above_lowest_kcal_mol": 29.0, "fmax_ha_per_bohr": 0.03425}

***

Record 2
{"formula": "C48H52N4OP2S2W", "method": "ωB97M-V with the def2-TZVPD basis set", "elements": ["H", "N", "H", "H", "C", "C", "H", "H", "H", "H", "C", "P", "H", "C", "C", "H", "H", "H", "C", "H", "H", "H", "H", "H", "H", "C", "H", "H", "C", "C", "C", "H", "C", "H", "C", "H", "C", "H", "C", "H", "H", "C", "C", "C", "H", "C", "C", "H", "H", "C", "C", "N", "H", "H", "H", "H", "H", "C", "H", "O", "C", "C", "C", "C", "H", "H", "C", "C", "C", "H", "H", "C", "H", "C", "S", "C", "C", "C", "C", "H", "C", "H", "H", "H", "C", "H", "P", "N", "C", "C", "H", "C", "H", "C", "W", "C", "H", "H", "C", "H", "H", "N", "C", "H", "C", "C", "H", "S", "C", "C"], "coordinates": [[4.236, -1.526, 3.425], [3.689, 0.144, 1.246], [1.518, -0.651, 3.699], [-3.716, 5.329, -1.232], [-1.253, 1.144, 1.946], [2.201, 5.095, 0.635], [-0.453, -0.087, -3.468], [0.960, -2.867, 3.420], [3.375, 2.070, -2.067], [3.707, 1.035, 0.752], [4.776, -0.672, 0.621], [0.772, 1.759, -1.192], [-3.853, 2.890, -4.754], [3.530, -0.706, 3.530], [-3.852, 4.216, -3.066], [2.355, -2.808, 4.482], [-2.930, -3.249, 3.713], [-2.864, -1.312, -0.116], [-2.931, -5.487, 1.195], [-3.041, -1.844, 2.635], [3.329, 1.344, 2.930], [4.491, -1.872, -3.300], [5.254, -2.688, 0.086], [-4.448, 4.969, -3.564], [-2.819, -6.572, 1.197], [0.877, 2.025, -3.938], [-0.976, -2.192, -4.608], [3.519, -0.428, 4.585], [1.268, 2.947, 0.058], [2.728, -1.760, -2.112], [-2.750, -2.673, -1.761], [-3.990, 1.001, -0.049], [-3.280, 1.237, 3.239], [2.115, 4.335, -1.362], [-3.441, 4.421, -1.752], [2.090, 5.649, 2.702], [-3.516, 3.047, -3.738], [-5.110, 1.119, 2.121], [-2.436, -1.500, -1.092], [1.075, 3.492, 3.407], [2.534, -2.824, -2.148], [-3.039, -2.934, 2.672], [1.280, 3.691, 2.364], [-0.903, -2.600, 1.606], [-0.680, 5.557, -3.985], [1.820, -0.913, -1.430], [-2.767, 2.070, -3.102], [-2.386, 3.616, -0.077], [2.308, -4.490, 2.389], [-2.362, 2.272, -1.780], [-0.021, 3.937, -2.761], [2.173, -1.191, 3.128], [-0.103, 4.426, -6.108], [4.720, -0.483, -0.444], [0.908, 2.171, -6.074], [-5.062, -5.486, 1.515], [-1.295, 1.332, 4.070], [-1.890, 1.246, 3.172], [2.695, 6.008, 0.331], [0.837, 1.149, 3.460], [-4.283, -3.547, 2.052], [1.888, 4.137, -0.324], [-1.375, -2.002, -3.620], [1.869, 4.890, 1.964], [4.951, 0.563, -3.172], [5.131, -2.471, 1.813], [2.020, -2.633, 3.457], [2.806, -3.529, 2.501], [-2.694, 3.455, -1.104], [-2.479, -3.840, -3.541], [-4.127, -5.480, 2.992], [-1.991, 1.049, 0.766], [0.849, -1.331, -1.143], [4.694, -2.171, 0.864], [0.546, 1.087, 2.006], [0.637, 2.658, -5.147], [1.998, 0.478, -1.490], [4.075, 0.157, -2.681], [0.545, 2.656, -2.733], [-5.141, -3.252, 2.657], [-1.593, -0.564, -1.696], [3.811, -3.746, 2.857], [4.983, 0.724, 2.843], [-3.770, 1.328, 4.199], [0.072, 3.927, -5.164], [-0.790, -5.069, 1.175], [-1.391, 1.046, -0.932], [-1.824, -3.408, 1.944], [-0.253, 4.563, -3.972], [-4.171, -5.068, 1.980], [1.349, 1.050, -3.948], [-1.072, -0.819, -2.969], [-3.430, -3.381, -1.308], [1.004, 2.726, 1.416], [1.617, -0.718, 1.018], [-2.220, -2.928, -3.019], [-1.489, -5.287, 2.794], [-4.439, -3.131, 1.051], [3.818, -1.229, -2.747], [-2.528, 1.156, -3.627], [5.749, -0.310, 0.964], [-0.049, -1.849, 1.291], [3.201, 1.000, -2.046], [-0.284, 4.451, -1.847], [-1.669, -4.889, 1.793], [3.933, 0.473, 2.679], [-3.020, -5.179, 0.151], [2.980, -2.830, 0.820], [-4.028, 1.121, 2.080], [-3.389, 1.042, 0.851]], "lowdin_charge": [0.114, -0.173, 0.093, 0.130, -0.332, -0.003, 0.089, 0.101, 0.127, 0.119, -0.199, 1.044, 0.130, -0.127, -0.009, 0.148, 0.145, 0.089, -0.157, 0.114, 0.114, 0.139, 0.102, 0.133, 0.136, -0.088, 0.130, 0.158, -0.332, -0.077, -0.035, 0.130, -0.004, 0.118, -0.027, 0.138, -0.023, 0.135, -0.076, 0.130, 0.124, -0.090, -0.022, -0.189, 0.132, -0.255, -0.049, 0.121, 0.093, -0.368, -0.100, -0.188, 0.133, 0.084, 0.128, 0.130, 0.122, -0.029, 0.136, -0.455, -0.160, -0.055, -0.022, 0.010, 0.141, 0.083, -0.213, -0.357, -0.088, 0.133, 0.131, -0.337, 0.078, -0.345, 0.783, -0.023, -0.398, -0.022, -0.361, 0.133, -0.344, 0.094, 0.147, 0.136, -0.007, 0.131, 1.099, -0.025, -0.025, -0.167, 0.104, -0.103, 0.106, -0.344, 1.050, -0.009, 0.143, 0.109, -0.018, 0.108, 0.147, 0.009, -0.088, 0.111, -0.089, -0.143, 0.105, 0.941, -0.014, -0.077], "e_homo_ha": [-0.6512, -0.6503], "charge": 4, "e_lumo_ev": [-11.027, -10.933], "fmax_ha_per_bohr": 0.01962}